Below is one molecule with the formula C4H6I2 at a distorted geometry, with properties calculated with ωB97M-V/def2-TZVPD.

Geometry (Å):
1 C -1.0468 0.5815 0.9832
2 C -0.1631 1.2859 0.0590
3 C 0.0088 -0.0032 -0.6933
4 C 1.1536 -0.9275 -0.4177
5 I -1.5667 -0.6221 -1.9485
6 I 0.5636 -2.7548 0.8679
7 H -0.7248 0.0852 1.8749
8 H -2.0877 0.6186 0.6447
9 H -0.4099 2.2131 -0.6565
10 H 0.8769 1.3830 0.5187
11 H 1.9296 -0.4775 0.1857
12 H 1.4666 -1.3822 -1.4181

Values from the calculation:
HOMO (alpha / beta), eV: -7.9589 / -7.9580
HOMO-LUMO gap (alpha / beta), eV: 7.43 / 7.43
Lowest unoccupied orbital energy (alpha / beta), eV: -0.53 / -0.53
ΔE to the lowest compared entry with this formula, charge and spin, kcal/mol: 46.29

Below is C24H29ClIN5O4Pd as an isolated structure, with properties calculated with ωB97M-V/def2-TZVPD.

Geometry (Å):
1 Pd 1.0687 0.5146 -0.3471
2 I 3.7668 0.1145 -1.2715
3 C 3.6688 2.1852 -1.5880
4 C 4.8336 2.8040 -1.9387
5 C 4.8273 4.1645 -2.3069
6 C 3.6483 4.8436 -2.3621
7 C 2.4267 4.2187 -2.0091
8 C 1.2061 4.9288 -2.1132
9 C 0.0293 4.3302 -1.7765
10 C 0.0249 3.0195 -1.2554
11 C 1.1818 2.2976 -1.1276
12 C 2.4186 2.8665 -1.5589
13 H 5.7600 2.2472 -1.9605
14 H 5.7578 4.6474 -2.5731
15 H 3.6222 5.8773 -2.6839
16 H 1.2307 5.9512 -2.4701
17 H -0.9050 4.8692 -1.8696
18 H -0.9079 2.5925 -0.9081
19 C -3.1425 -4.3668 -2.5235
20 C -4.2537 -3.4823 -1.9661
21 C -4.3058 -3.5312 -0.4426
22 C -4.1447 -2.0509 -2.4859
23 N -2.9200 -1.3658 -2.0944
24 C -1.7478 -1.2612 -2.7303
25 N -0.9473 -0.5139 -2.0181
26 N -1.6562 -0.1664 -0.9209
27 N -2.8437 -0.6463 -0.9729
28 H -3.2945 -5.4019 -2.2184
29 H -2.1667 -4.0582 -2.1452
30 H -3.1218 -4.3414 -3.6153
31 H -5.2119 -3.8417 -2.3581
32 H -3.3641 -3.1951 -0.0089
33 H -4.4818 -4.5540 -0.1079
34 H -5.1071 -2.9013 -0.0532
35 H -4.9667 -1.4392 -2.1151
36 H -4.1731 -2.0418 -3.5770
37 H -1.5184 -1.7339 -3.6685
38 O 0.7611 -3.8264 1.1884
39 Cl 0.4276 -3.3310 -0.1493
40 O 0.7263 -4.3259 -1.1206
41 O -0.9660 -2.9755 -0.1700
42 O 1.2290 -2.1379 -0.3893
43 C 0.6214 -1.8741 4.2315
44 N 0.8346 -1.6261 2.7906
45 C 2.2371 -1.2045 2.5361
46 C -0.2063 -0.6774 2.2065
47 C 0.1355 0.7634 2.4287
48 C -0.1718 1.3400 3.6618
49 C 0.2268 2.6316 3.9595
50 C 0.9363 3.3420 3.0023
51 C 1.1968 2.7857 1.7571
52 C 0.7975 1.4885 1.4227
53 H 1.3254 -2.6332 4.5646
54 H -0.3961 -2.2239 4.3885
55 H 0.7877 -0.9489 4.7786
56 H 0.7049 -2.5218 2.2708
57 H 2.3939 -0.2097 2.9461
58 H 2.4131 -1.2014 1.4638
59 H 2.8980 -1.9246 3.0136
60 H -1.1536 -0.9643 2.6633
61 H -0.2806 -0.9184 1.1481
62 H -0.7478 0.7736 4.3865
63 H -0.0177 3.0777 4.9141
64 H 1.2735 4.3491 3.2141
65 H 1.7225 3.3940 1.0344

Values from the calculation:
HOMO, eV: -7.3448
HOMO-LUMO gap, eV: 7.81
Lowest unoccupied orbital energy, eV: 0.46
ΔE to the lowest compared entry with this formula, charge and spin, kcal/mol: 20.02

Below is a 2-piece molecular cluster, CH4N2S2 overall at a distorted geometry, with properties calculated with ωB97M-V/def2-TZVPD.

Geometry (Å):
1 C 0.8450 -0.9942 0.1118
2 N 1.0827 0.2005 0.1935
3 N -0.7434 1.3338 -0.1003
4 S 1.8710 -2.2966 0.4078
5 S -1.8790 0.3600 -0.3801
6 H -0.1746 -1.4277 -0.0124
7 H 1.8736 0.6129 0.6778
8 H -0.6897 1.6892 0.8522
9 H -2.1857 0.5221 -1.7503

Values from the calculation:
HOMO (alpha / beta), eV: -7.5934 / -7.5935
HOMO-LUMO gap (alpha / beta), eV: 5.77 / 5.77
Lowest unoccupied orbital energy (alpha / beta), eV: -1.82 / -1.82
ΔE to the lowest compared entry with this formula, charge and spin, kcal/mol: 101.99

Below is an isolated ion of composition C6H16Br2N4 and charge +2 at a distorted geometry, with properties calculated with ωB97M-V/def2-TZVPD.

Geometry (Å):
1 C 2.6292 2.8813 -1.4349
2 C 1.2584 2.3078 -1.7676
3 C 0.6971 1.4514 -0.6262
4 N 0.9720 0.0138 -0.6339
5 Br 2.4581 -0.6174 -1.5875
6 C -0.4492 -0.8708 -1.0805
7 N -0.4923 -1.2413 -2.3194
8 N -1.3372 -1.0600 -0.1673
9 Br -3.1184 -1.9762 -0.7076
10 C -1.2503 -0.7562 1.2355
11 C -1.1690 -2.0503 2.0652
12 N -1.4888 -1.8025 3.4949
13 H 2.5760 3.5080 -0.5479
14 H 3.3697 2.1047 -1.2598
15 H 2.9820 3.4972 -2.2571
16 H 1.3047 1.7243 -2.6894
17 H 0.5663 3.1328 -1.9432
18 H 1.1448 1.8082 0.3104
19 H -0.3844 1.5825 -0.5563
20 H 0.2646 -1.0230 -2.9611
21 H -1.2702 -1.7843 -2.6822
22 H -2.1485 -0.1910 1.5062
23 H -0.3612 -0.1367 1.3849
24 H -0.1657 -2.4753 1.9961
25 H -1.8815 -2.7769 1.6688
26 H -2.4398 -1.4184 3.6085
27 H -0.8191 -1.1470 3.9235
28 H -1.4472 -2.6845 4.0281

Values from the calculation:
HOMO, eV: -15.8330
HOMO-LUMO gap, eV: 6.66
Lowest unoccupied orbital energy, eV: -9.17
SMILES: CCCN(Br)C(=[NH2+])N(Br)CC[NH3+]
ΔE to the lowest compared entry with this formula, charge and spin, kcal/mol: 0.00
Net charge: +2

Below is a 2-piece molecular cluster, C23H34N3 overall at a distorted geometry, with properties calculated with ωB97M-V/def2-TZVPD.

Geometry (Å):
1 C -2.5058 1.7117 2.9887
2 C -1.2931 2.5514 2.8545
3 C 0.0398 2.1743 2.9366
4 C 1.0399 3.2132 2.9556
5 C 0.6601 4.6560 2.9847
6 C 2.3738 2.8851 2.9860
7 C 2.8054 1.5638 3.0025
8 C 4.2595 1.2543 3.0075
9 C 1.8531 0.5481 3.0129
10 C 0.5003 0.8064 2.9920
11 C -0.4227 -0.3628 2.9910
12 H -3.4083 2.3249 3.0402
13 H -2.6394 1.0318 2.1467
14 H -2.4833 1.1246 3.9065
15 H -1.4848 3.5991 2.6867
16 H 1.5450 5.2887 3.0511
17 H 0.1237 4.9516 2.0819
18 H 0.0391 4.8843 3.8527
19 H 3.1052 3.6753 3.0047
20 H 4.4323 0.1777 3.0047
21 H 4.7475 1.6729 2.1254
22 H 4.7423 1.6695 3.8936
23 H 2.1906 -0.4750 3.0267
24 H 0.1349 -1.3002 2.9666
25 H -1.0401 -0.3895 3.8893
26 H -1.0655 -0.3583 2.1115
27 C -1.2618 -3.8345 -2.0129
28 N -2.0457 -3.1102 -1.0231
29 C -1.5026 -1.8434 -0.5529
30 C -3.2316 -3.6486 -0.4843
31 N -3.8884 -3.0097 0.4317
32 C -5.1003 -3.4737 0.9387
33 C -5.7306 -2.5870 1.9799
34 C -6.6274 -1.5925 1.6196
35 C -7.2142 -0.7957 2.5813
36 C -6.9084 -0.9808 3.9132
37 C -6.0125 -1.9618 4.2826
38 C -5.4254 -2.7584 3.3215
39 N -3.7049 -4.8970 -0.9974
40 C -3.6899 -6.1039 -0.1723
41 C -4.4911 -4.9316 -2.2273
42 H -1.7517 -4.7728 -2.2650
43 H -1.1567 -3.2360 -2.9175
44 H -0.2695 -4.0514 -1.6183
45 H -2.1797 -1.3949 0.1736
46 H -0.5305 -2.0042 -0.0842
47 H -1.3774 -1.1565 -1.3910
48 H -5.7933 -3.6136 0.1018
49 H -4.9391 -4.4682 1.3664
50 H -6.8684 -1.4545 0.5789
51 H -7.9135 -0.0291 2.2919
52 H -7.3698 -0.3613 4.6640
53 H -5.7727 -2.1079 5.3224
54 H -4.7293 -3.5296 3.6057
55 H -3.1375 -5.9177 0.7477
56 H -4.7027 -6.4145 0.0817
57 H -3.2045 -6.9200 -0.7051
58 H -4.4286 -3.9668 -2.7278
59 H -4.1132 -5.6990 -2.9004
60 H -5.5366 -5.1441 -2.0093

Values from the calculation:
HOMO, eV: -9.9107
HOMO-LUMO gap, eV: 4.35
Lowest unoccupied orbital energy, eV: -5.56
ΔE to the lowest compared entry with this formula, charge and spin, kcal/mol: 42.37
Net charge: +1

Below is a 5-piece molecular cluster, C25H56FN2O4 overall at a distorted geometry, with properties calculated with ωB97M-V/def2-TZVPD.

Geometry (Å):
1 C 1.2239 0.8377 -1.1612
2 C 0.2706 0.4558 -2.4437
3 C -1.2498 -0.0630 -1.9782
4 C -1.7626 -1.3257 -2.8894
5 C -1.1271 -2.8706 -2.8991
6 C 0.1233 -3.4589 -1.9568
7 F 0.7546 -2.3930 -1.1285
8 C 1.1870 -4.3850 -2.7949
9 C 2.5262 -3.5919 -3.3238
10 N -1.9405 -3.6435 -3.9588
11 C -3.0356 -2.8285 -4.6182
12 N -2.8687 -1.4730 -3.9107
13 C -3.6858 -0.1872 -4.0860
14 C -4.9820 -0.1467 -3.0356
15 C -5.2723 -1.6438 -2.3485
16 C -4.7016 0.8599 -1.7340
17 H 1.5777 1.9602 -1.1334
18 H 0.7153 0.4977 -0.1553
19 H 2.2152 0.1886 -1.2779
20 H 0.7693 -0.4147 -3.0510
21 H 0.2088 1.3873 -3.1796
22 H -1.9328 0.9111 -2.0754
23 H -1.2267 -0.2965 -0.8127
24 H -0.4146 -4.1902 -1.1818
25 H 1.5741 -5.2272 -2.0483
26 H 0.6683 -4.9730 -3.6877
27 H 2.6881 -2.5483 -2.8026
28 H 2.5583 -3.4930 -4.4947
29 H 3.4724 -4.2493 -3.0115
30 H -1.7840 -4.6473 -4.2181
31 H -3.8259 -3.0994 -5.4412
32 H -3.0032 0.7860 -3.9755
33 H -4.1448 -0.1017 -5.1848
34 H -5.9802 0.1519 -3.6159
35 H -6.1201 -1.5623 -1.5123
36 H -5.5567 -2.4427 -3.1639
37 H -4.3003 -1.9919 -1.7492
38 H -5.7116 0.9943 -1.1570
39 H -4.1615 1.8554 -2.0279
40 H -3.9787 0.2301 -1.0236
41 C -1.8626 1.6513 1.6696
42 C -0.6851 2.6035 1.8036
43 C -1.0782 3.8700 2.5471
44 O -0.2057 2.9472 0.5061
45 H -2.6779 2.1137 1.1018
46 H -1.5681 0.7498 1.1217
47 H -2.2447 1.3553 2.6515
48 H 0.1334 2.1045 2.3337
49 H -1.8658 4.4110 2.0104
50 H -0.2242 4.5513 2.6252
51 H -1.4367 3.6406 3.5554
52 H -0.9258 3.3909 0.0280
53 C 4.5989 -5.4451 1.3906
54 C 4.6251 -5.8305 -0.0798
55 C 5.5952 -4.9611 -0.8635
56 O 3.3168 -5.6906 -0.6280
57 H 4.2707 -4.4073 1.5180
58 H 3.8874 -6.0708 1.9399
59 H 5.5880 -5.5570 1.8457
60 H 4.9112 -6.8832 -0.1794
61 H 5.3023 -3.9062 -0.8161
62 H 5.5944 -5.2416 -1.9223
63 H 6.6142 -5.0586 -0.4761
64 H 3.0544 -4.7589 -0.5440
65 C 1.2840 -1.5668 5.3989
66 C 1.0266 -0.9277 4.0437
67 C 2.3137 -0.4107 3.4213
68 O 0.1094 0.1523 4.1975
69 H 1.7075 -0.8398 6.1010
70 H 0.3472 -1.9233 5.8404
71 H 1.9742 -2.4117 5.3122
72 H 0.5619 -1.6594 3.3739
73 H 2.7738 0.3573 4.0533
74 H 2.1115 0.0576 2.4520
75 H 3.0349 -1.2209 3.2752
76 H 0.5136 0.8071 4.7907
77 C 0.9238 8.8140 2.9988
78 C 0.1792 7.5129 2.7453
79 C -0.7631 7.6358 1.5586
80 O -0.5680 7.1624 3.9073
81 H 0.2258 9.6266 3.2294
82 H 1.5891 8.7145 3.8632
83 H 1.5212 9.1029 2.1284
84 H 0.8982 6.7069 2.5626
85 H -1.5210 8.4067 1.7381
86 H -1.3013 6.6959 1.3955
87 H -0.2164 7.8894 0.6450
88 H -1.2091 7.8724 4.0773

Values from the calculation:
HOMO, eV: -11.5378
HOMO-LUMO gap, eV: 7.97
Lowest unoccupied orbital energy, eV: -3.56
Net charge: +1